[1]
{"formula": "C10H22LiO4", "method": "the ωB97M-V functional and the def2-TZVPD basis", "spin_multiplicity": 1, "total_charge": -1, "molar_mass_g_mol": 213.2, "e_above_lowest_kcal_mol": 25.21, "largest_force_ev_per_a": 2.11, "symbols": ["Li", "C", "O", "H", "H", "H", "C", "O", "H", "H", "H", "C", "C", "C", "O", "C", "H", "H", "H", "H", "H", "H", "H", "H", "C", "C", "C", "O", "C", "H", "H", "H", "H", "H", "H", "H", "H"], "xyz": [[0.93, 0.25, 0.43], [3.22, 1.04, -1.34], [2.56, 1.36, -0.17], [3.31, -0.06, -1.53], [2.71, 1.48, -2.22], [4.28, 1.36, -1.32], [0.53, 0.11, 3.57], [1.31, 0.58, 2.54], [0.16, 0.88, 4.28], [-0.40, -0.41, 3.22], [1.05, -0.66, 4.19], [-0.07, -3.65, 0.01], [0.69, -3.49, -1.30], [1.21, -2.04, -1.24], [0.37, -1.41, -0.27], [-0.68, -2.26, 0.14], [0.70, -3.78, 0.77], [-0.78, -4.48, 0.10], [0.03, -3.59, -2.17], [1.39, -4.30, -1.50], [1.08, -1.55, -2.20], [2.25, -1.98, -0.92], [-1.57, -2.13, -0.49], [-1.03, -2.05, 1.15], [-1.90, 3.39, 0.03], [-2.90, 2.26, -0.35], [-1.95, 1.26, -0.98], [-0.83, 1.28, -0.13], [-0.58, 2.65, 0.24], [-2.33, 3.90, 0.89], [-1.81, 4.14, -0.76], [-3.71, 2.60, -1.00], [-3.30, 1.86, 0.58], [-1.66, 1.55, -2.00], [-2.29, 0.22, -1.08], [0.18, 3.03, -0.44], [-0.20, 2.64, 1.26]], "mulliken_charge": [0.928, -0.582, -0.787, 0.086, 0.135, 0.245, -0.716, -0.738, 0.238, 0.073, 0.229, -0.583, -0.692, -0.324, -0.218, -0.519, 0.286, 0.388, 0.252, 0.350, 0.271, 0.242, 0.242, 0.250, -0.543, -0.553, -0.508, -0.238, -0.426, 0.265, 0.296, 0.324, 0.287, 0.290, 0.173, 0.270, 0.305]}

---

[2]
{"formula": "C4H12O", "method": "the ωB97M-V functional and the def2-TZVPD basis", "spin_multiplicity": 1, "smiles": "CCO.CC", "total_charge": 0, "molar_mass_g_mol": 76.1, "e_above_lowest_kcal_mol": 21.94, "largest_force_ev_per_a": 1.83, "symbols": ["C", "C", "O", "H", "H", "H", "H", "H", "H", "C", "C", "H", "H", "H", "H", "H", "H"], "xyz": [[-0.30, -1.87, -0.31], [-0.17, -2.74, 0.98], [-1.32, -0.88, -0.15], [0.63, -1.31, -0.42], [-0.60, -2.54, -1.13], [-0.95, -2.48, 1.71], [-1.91, -1.26, 0.49], [0.71, -2.49, 1.57], [-0.36, -3.80, 0.76], [1.53, 2.35, -0.35], [0.16, 3.06, -0.31], [2.26, 2.90, 0.24], [1.49, 1.41, 0.21], [1.97, 2.19, -1.34], [0.26, 4.13, -0.49], [-0.43, 2.65, -1.14], [-0.23, 2.76, 0.65]], "mulliken_charge": [-0.133, -0.953, -0.505, 0.210, 0.244, 0.281, 0.289, 0.267, 0.299, -0.804, -0.749, 0.311, 0.175, 0.282, 0.322, 0.226, 0.236]}

---

[3]
{"formula": "C22H48F12N3O18S4", "method": "the ωB97M-V functional and the def2-TZVPD basis", "spin_multiplicity": 1, "total_energy_ha": -5176.7223, "total_charge": -1, "molar_mass_g_mol": 998.9, "largest_force_ev_per_a": 5.66, "symbols": ["C", "O", "C", "C", "N", "H", "H", "C", "C", "O", "C", "H", "H", "H", "H", "H", "H", "H", "H", "H", "H", "H", "H", "H", "H", "C", "O", "C", "C", "N", "H", "H", "C", "C", "O", "C", "H", "H", "H", "H", "H", "H", "H", "H", "H", "H", "H", "H", "H", "H", "C", "O", "C", "C", "N", "H", "H", "C", "C", "O", "C", "H", "H", "H", "H", "H", "H", "H", "H", "H", "H", "H", "H", "H", "H", "C", "F", "F", "F", "S", "O", "O", "O", "C", "F", "F", "F", "S", "O", "O", "O", "C", "F", "F", "F", "S", "O", "O", "O", "C", "F", "F", "F", "S", "O", "O", "O"], "xyz": [[0.53, 0.65, 7.33], [-0.23, 1.27, 6.34], [0.14, 1.05, 5.03], [-0.81, 1.76, 4.07], [-2.06, 1.00, 4.05], [-2.02, 0.25, 3.22], [-2.10, 0.48, 4.93], [-3.24, 1.87, 3.83], [-4.47, 1.31, 4.54], [-4.40, 1.61, 6.03], [-5.57, 1.33, 6.76], [0.29, -0.40, 7.42], [0.35, 1.18, 8.28], [1.59, 0.75, 7.02], [0.12, -0.02, 4.77], [1.18, 1.35, 4.85], [-0.32, 1.82, 3.10], [-1.06, 2.78, 4.41], [-3.45, 1.98, 2.75], [-2.98, 2.84, 4.23], [-4.57, 0.23, 4.35], [-5.37, 1.75, 4.12], [-6.51, 1.74, 6.39], [-5.39, 1.72, 7.75], [-5.70, 0.25, 6.93], [4.52, -3.05, -4.32], [4.60, -3.15, -2.94], [3.93, -2.08, -2.28], [3.97, -2.21, -0.76], [5.39, -2.22, -0.20], [5.89, -1.36, -0.37], [5.25, -2.28, 0.81], [6.25, -3.42, -0.64], [5.49, -4.75, -0.52], [5.13, -4.87, 0.85], [4.08, -5.76, 1.10], [4.93, -3.91, -4.85], [5.01, -2.11, -4.64], [3.47, -2.94, -4.61], [2.89, -2.19, -2.62], [4.32, -1.10, -2.64], [3.55, -3.11, -0.30], [3.43, -1.38, -0.33], [7.14, -3.37, 0.00], [6.54, -3.19, -1.67], [6.18, -5.59, -0.82], [4.63, -4.80, -1.21], [4.47, -6.78, 0.89], [3.16, -5.65, 0.51], [3.85, -5.69, 2.16], [-5.26, 5.62, -1.64], [-4.31, 4.58, -1.54], [-4.88, 3.36, -1.91], [-3.96, 2.17, -1.71], [-2.69, 2.16, -2.48], [-2.49, 1.20, -2.90], [-2.83, 2.74, -3.30], [-1.51, 2.83, -1.81], [-0.53, 3.29, -2.92], [-1.15, 4.27, -3.74], [-0.20, 4.98, -4.58], [-5.60, 5.68, -2.67], [-4.73, 6.55, -1.39], [-6.14, 5.46, -0.97], [-5.23, 3.33, -2.97], [-5.72, 3.07, -1.29], [-4.45, 1.26, -2.04], [-3.67, 2.10, -0.66], [-1.02, 2.07, -1.20], [-1.86, 3.63, -1.15], [-0.13, 2.39, -3.40], [0.33, 3.81, -2.47], [0.25, 4.35, -5.38], [0.56, 5.43, -3.92], [-0.79, 5.76, -5.04], [4.17, 2.01, -1.31], [3.23, 1.02, -1.36], [3.74, 2.93, -2.19], [4.16, 2.59, -0.09], [5.88, 1.32, -1.83], [6.02, 0.33, -0.81], [5.56, 0.91, -3.19], [6.69, 2.48, -1.57], [0.34, -4.16, -0.90], [1.38, -4.02, 0.02], [0.15, -2.95, -1.39], [0.81, -4.86, -1.88], [-1.24, -4.94, 0.01], [-1.20, -4.07, 1.16], [-2.18, -4.86, -1.03], [-0.60, -6.21, 0.25], [-4.30, -1.63, -4.64], [-4.10, -1.17, -5.88], [-5.34, -0.99, -4.15], [-4.56, -2.86, -4.81], [-2.77, -1.35, -3.54], [-2.75, 0.08, -3.71], [-3.26, -1.78, -2.24], [-1.68, -2.00, -4.27], [0.54, -0.49, 1.33], [0.43, -1.77, 1.61], [1.20, 0.16, 2.32], [1.31, -0.48, 0.22], [-1.17, 0.19, 0.93], [-0.99, 1.60, 1.00], [-1.58, -0.38, -0.27], [-1.88, -0.29, 2.17]], "mulliken_charge": [-0.784, -0.360, -1.170, 0.008, 0.198, 0.265, 0.401, -0.141, -0.823, -0.291, -0.790, 0.308, 0.222, 0.332, 0.411, 0.659, 0.025, 0.453, 0.000, 0.363, 0.396, 0.522, 0.301, 0.250, 0.308, -0.813, -0.192, -0.459, -0.466, 0.034, 0.456, 0.436, -0.723, -0.472, -0.364, -0.604, 0.256, 0.298, 0.302, 0.453, 0.204, 0.338, 0.092, 0.515, 0.399, 0.440, 0.304, 0.316, 0.212, 0.235, -0.798, -0.212, -0.637, -0.263, 0.267, 0.430, 0.369, 0.250, -0.812, -0.323, -0.775, 0.339, 0.235, 0.299, 0.397, 0.443, 0.238, -0.026, -0.329, 0.310, 0.347, 0.488, 0.278, 0.337, 0.246, 0.607, -0.249, -0.256, -0.247, 1.104, -0.828, -0.662, -0.658, 0.374, -0.192, -0.144, -0.260, 1.081, -0.575, -0.575, -0.671, 0.446, -0.268, -0.256, -0.216, 1.335, -0.837, -0.585, -0.665, 0.433, -0.147, -0.211, -0.091, 0.667, -0.850, -0.212, -0.753]}

---

[4]
{"formula": "C31H45BF22N2O17S", "method": "the ωB97M-V functional and the def2-TZVPD basis", "spin_multiplicity": 1, "smiles": "CNCN(B(C)O)S(=O)(=O)F.CCOC(=O)C(F)(F)F.CCOC(=O)C(F)(F)F.CCOC(=O)C(F)(F)F.CCOC(=O)C(F)(F)F.CCOC(=O)C(F)(F)F.CCOC(=O)C(F)(F)F.CCOC(=O)C(F)(F)F", "total_energy_ha": -5216.9142, "total_charge": 0, "molar_mass_g_mol": 1178.5, "largest_force_ev_per_a": 8.65, "symbols": ["C", "N", "C", "N", "B", "C", "O", "S", "O", "O", "F", "H", "H", "H", "H", "H", "H", "H", "H", "H", "H", "C", "C", "O", "C", "O", "C", "F", "F", "F", "H", "H", "H", "H", "H", "C", "C", "O", "C", "O", "C", "F", "F", "F", "H", "H", "H", "H", "H", "C", "C", "O", "C", "O", "C", "F", "F", "F", "H", "H", "H", "H", "H", "C", "C", "O", "C", "O", "C", "F", "F", "F", "H", "H", "H", "H", "H", "C", "C", "O", "C", "O", "C", "F", "F", "F", "H", "H", "H", "H", "H", "C", "C", "O", "C", "O", "C", "F", "F", "F", "H", "H", "H", "H", "H", "C", "C", "O", "C", "O", "C", "F", "F", "F", "H", "H", "H", "H", "H"], "xyz": [[2.44, 1.70, -3.31], [2.73, 0.65, -4.39], [2.39, 1.20, -5.78], [3.14, 2.50, -5.94], [2.26, 3.66, -6.34], [2.29, 4.99, -5.31], [1.35, 3.69, -7.52], [4.58, 2.36, -6.92], [4.77, 3.72, -7.68], [5.80, 2.20, -5.94], [4.58, 1.06, -8.04], [1.36, 2.18, -3.46], [2.44, 1.23, -2.23], [3.20, 2.59, -3.30], [2.04, -0.12, -4.18], [2.54, 0.42, -6.63], [1.23, 1.46, -5.75], [1.71, 5.91, -5.73], [3.46, 5.20, -5.15], [1.90, 4.61, -4.27], [0.92, 2.78, -7.60], [-1.88, -2.91, -1.67], [-1.05, -1.83, -1.01], [-0.83, -0.74, -1.92], [-1.84, 0.19, -2.00], [-2.89, 0.12, -1.36], [-1.46, 1.31, -2.97], [-0.89, 0.85, -4.12], [-0.56, 2.17, -2.42], [-2.52, 2.07, -3.35], [-1.42, -3.24, -2.61], [-1.99, -3.78, -1.01], [-2.89, -2.55, -1.92], [-0.07, -2.23, -0.75], [-1.51, -1.48, -0.08], [0.51, 3.41, 2.77], [0.75, 2.44, 3.92], [0.15, 1.17, 3.64], [0.88, 0.31, 2.86], [1.99, 0.58, 2.40], [0.14, -1.02, 2.68], [-1.19, -0.85, 2.42], [0.22, -1.79, 3.80], [0.64, -1.77, 1.67], [-0.56, 3.49, 2.56], [0.90, 4.40, 3.01], [0.99, 3.06, 1.85], [0.28, 2.83, 4.83], [1.82, 2.33, 4.13], [-1.29, -1.98, -8.35], [-2.30, -3.11, -8.35], [-1.80, -4.24, -7.62], [-1.95, -4.20, -6.26], [-2.49, -3.27, -5.66], [-1.42, -5.48, -5.62], [-0.21, -5.86, -6.13], [-2.26, -6.53, -5.80], [-1.24, -5.36, -4.27], [-0.32, -2.32, -8.73], [-1.64, -1.15, -8.97], [-1.12, -1.61, -7.34], [-2.47, -3.45, -9.38], [-3.27, -2.79, -7.96], [1.19, -3.80, 8.88], [2.02, -2.72, 9.54], [2.24, -1.63, 8.63], [1.23, -0.70, 8.55], [0.19, -0.76, 9.19], [1.62, 0.42, 7.58], [2.19, -0.04, 6.43], [2.52, 1.29, 8.14], [0.55, 1.18, 7.20], [1.65, -4.12, 7.94], [1.09, -4.67, 9.54], [0.19, -3.43, 8.64], [3.01, -3.12, 9.80], [1.57, -2.37, 10.47], [-3.65, 6.21, -6.51], [-3.98, 5.79, -7.93], [-3.11, 4.71, -8.34], [-3.50, 3.45, -7.96], [-4.50, 3.21, -7.30], [-2.52, 2.41, -8.51], [-1.22, 2.77, -8.36], [-2.71, 2.18, -9.84], [-2.64, 1.19, -7.90], [-2.59, 6.46, -6.41], [-4.25, 7.08, -6.22], [-3.85, 5.40, -5.80], [-3.79, 6.62, -8.61], [-5.03, 5.51, -8.04], [-5.50, -0.99, 1.99], [-5.26, -1.95, 3.13], [-5.86, -3.23, 2.85], [-5.13, -4.08, 2.07], [-4.03, -3.82, 1.61], [-5.87, -5.41, 1.90], [-7.20, -5.25, 1.63], [-5.80, -6.19, 3.02], [-5.37, -6.17, 0.88], [-6.57, -0.91, 1.77], [-5.11, 0.00, 2.23], [-5.02, -1.34, 1.07], [-5.73, -1.57, 4.04], [-4.19, -2.06, 3.35], [6.80, 0.62, 9.49], [6.30, 1.03, 10.86], [5.39, 0.05, 11.38], [5.96, -1.05, 11.98], [7.17, -1.22, 12.09], [4.88, -1.98, 12.53], [3.85, -2.18, 11.65], [4.31, -1.50, 13.67], [5.35, -3.22, 12.83], [5.95, 0.44, 8.81], [7.43, 1.41, 9.06], [7.38, -0.30, 9.53], [5.75, 1.97, 10.79], [7.13, 1.20, 11.56]], "mulliken_charge": [-0.399, -0.445, -0.439, 0.188, 0.546, -0.757, -0.513, 1.064, -0.566, -0.547, -0.268, -0.081, 0.273, 0.273, 0.274, 0.246, 0.220, 0.201, 0.267, 0.245, 0.294, -1.211, 0.052, -0.212, 0.157, -0.557, 0.978, -0.186, -0.261, -0.260, 0.296, 0.427, 0.285, 0.363, 0.092, -1.295, -0.100, -0.250, 0.261, -0.526, 0.937, -0.227, -0.252, -0.231, 0.318, 0.388, 0.323, 0.331, 0.318, -0.857, -0.280, -0.320, 0.408, -0.514, 0.831, -0.253, -0.256, -0.209, 0.330, 0.315, 0.176, 0.336, 0.300, -1.254, 0.012, -0.251, 0.288, -0.532, 0.975, -0.246, -0.268, -0.250, 0.310, 0.383, 0.327, 0.240, 0.301, -1.070, -0.198, -0.316, 0.321, -0.529, 0.902, -0.256, -0.267, -0.229, 0.284, 0.368, 0.298, 0.321, 0.320, -1.006, -0.151, -0.314, 0.395, -0.501, 0.840, -0.242, -0.252, -0.236, 0.352, 0.371, 0.176, 0.299, 0.276, -1.032, -0.219, -0.305, 0.353, -0.516, 0.834, -0.219, -0.253, -0.250, 0.233, 0.370, 0.316, 0.327, 0.327]}